[1]
The following is a quantum chemistry calculation of a cluster of 6 separate species, C34H39N4O6 in total in a non-equilibrium geometry, from OMol25.

```
83
C34H39N4O6 (ωB97M-V/def2-TZVPD)
C 1.2059 1.2277 0.9595
C -0.1901 0.8377 1.3305
N -0.8231 -0.2253 0.3955
C -1.0491 -1.5543 0.7045
C -1.4581 -2.1543 -0.5515
N -1.5691 -1.1283 -1.3855
C -1.0371 -0.0593 -0.8335
C -1.5211 -1.2323 -2.9775
H 1.7599 1.8407 1.8345
H 1.3709 1.7927 -0.0295
H 1.7239 0.2307 0.9335
H -0.8011 1.7997 1.3255
H -0.1291 0.2507 2.3725
H -0.8971 -1.9853 1.6865
H -1.6431 -3.3353 -0.8165
H -0.7381 0.7227 -1.4885
H -2.5481 -1.6223 -3.4855
H -0.9641 -2.2283 -3.1725
H -0.9571 -0.3443 -3.2475
N -4.5271 -4.4123 -2.1535
C -4.0401 -5.3303 -1.2515
C -3.0021 -6.2363 -1.3995
C -2.4011 -6.2223 -2.6695
C -2.8021 -5.3713 -3.6865
C -3.9641 -4.5233 -3.4295
H -4.3561 -5.1223 -0.1885
H -2.8201 -6.8293 -0.4865
H -1.5551 -7.0033 -2.7735
H -2.2811 -5.2933 -4.7175
H -4.3751 -3.8263 -4.1475
N 1.8009 0.4617 4.3545
C 1.2309 0.6827 5.5615
C 0.9359 -0.3003 6.5675
C 1.1469 -1.6783 6.2215
C 1.7159 -1.8903 4.9625
C 1.9379 -0.8053 4.0685
H 1.1419 1.7197 5.9155
H 0.6539 -0.1243 7.6495
H 0.7359 -2.4243 6.7025
H 1.9469 -2.9803 4.6395
H 2.4399 -0.9433 3.0455
C 2.5639 -3.5513 -2.3285
C 2.6459 -2.2593 -3.0665
C 3.2279 -1.1653 -2.4475
C 3.4899 -1.3413 -1.0645
C 3.3579 -2.6183 -0.3375
C 2.8749 -3.7443 -0.9895
O 2.7929 -4.9333 -0.2715
O 3.2819 0.0977 -2.8965
H 2.0759 -4.4443 -2.9395
H 2.5849 -2.2793 -4.0965
H 4.0349 -0.4883 -0.4535
H 3.7519 -2.8383 0.5315
H 2.8459 -5.6943 -0.9115
H 2.6509 0.4067 -3.3955
C 1.4859 2.9427 -2.3995
C 1.4169 4.2087 -1.5685
C 0.2299 5.0027 -1.8675
C -0.7221 4.5557 -2.7895
C -0.5721 3.4767 -3.6435
C 0.6099 2.5817 -3.3965
O 0.6359 1.3967 -4.1695
O 0.0549 6.1017 -1.1945
H 2.4359 2.3537 -2.3035
H 1.9789 4.6027 -0.7125
H -1.6701 5.1417 -3.1565
H -1.3291 3.4267 -4.2265
H 0.3349 1.5297 -5.0155
H -0.5511 6.8087 -1.7285
C -2.4161 3.9337 3.2635
C -1.1361 3.9017 4.1195
C 0.0529 4.0077 3.3635
C 0.0069 4.2127 1.9545
C -1.2301 4.3617 1.2055
C -2.3971 4.1677 1.8835
O -3.4721 4.0677 1.2525
O 1.2579 3.7377 3.8125
H -3.3071 3.7147 3.9045
H -1.0371 3.6707 5.0865
H 1.0949 4.0577 1.4425
H -1.1801 4.2517 0.1205
H -4.0331 4.2167 1.7805
H 1.9779 4.0447 3.3115
```

Computed properties:
Electronic energy ... -54118.3565 eV
Charge ... +1
Frontier orbital gap ... 8.205 eV
Highest occupied orbital energy ... -10.110 eV

=====

[2]
The following is a quantum chemistry calculation of a structure of composition C34H39N5O2P2PtS2 in a non-equilibrium geometry, from OMol25.

```
85
C34H39N5O2P2PtS2 (ωB97M-V/def2-TZVPD)
Pt 0.2894 -0.8059 2.6613
C -1.1838 1.6695 3.1981
C -1.3453 0.6353 2.2494
C -1.2529 0.9605 0.7371
C -0.0427 0.3819 -0.0146
C 1.1607 0.1050 0.8607
C 1.5463 0.9372 1.9616
C 1.0517 2.3286 2.1769
C 0.0022 2.4823 3.3271
C 1.8780 -1.8816 3.3005
H -1.9604 1.8340 3.9388
H -2.2218 -0.0059 2.4532
H -1.3124 2.0467 0.5880
H -2.1657 0.5433 0.2818
H -0.3554 -0.5742 -0.4826
H 0.2446 1.0273 -0.8665
H 1.9384 -0.5113 0.3863
H 2.4739 0.6738 2.4931
H 0.6206 2.7514 1.2612
H 1.9136 2.9485 2.4619
H 0.4779 2.1913 4.2801
H -0.2442 3.5569 3.4174
H 2.1910 -1.6891 4.3450
H 2.7095 -1.6625 2.6160
H 1.5904 -2.9432 3.2336
P 1.4729 -0.9262 -2.8547
P -1.9010 -0.2929 -2.7790
N 2.8047 0.1340 -3.1724
N 2.1352 -2.2503 -3.9409
N -2.0190 1.4304 -3.3107
N -3.4565 -0.8337 -3.4673
C 0.4428 -0.1890 -4.1882
C -0.9505 -0.8078 -4.2903
C 3.8930 0.2454 -2.2886
C 4.8855 0.9776 -2.9192
C 4.4108 1.3259 -4.2281
C 3.1445 0.7777 -4.3684
C 2.4128 -3.5405 -3.4886
C 2.8536 -4.3128 -4.5544
C 2.7989 -3.4956 -5.7301
C 2.4230 -2.2187 -5.3064
C -2.0239 2.5165 -2.4171
C -1.9753 3.6982 -3.1442
C -1.9470 3.3447 -4.5354
C -1.9610 1.9634 -4.6089
C -4.2571 -0.2612 -4.4662
C -5.2579 -1.1710 -4.8235
C -5.0158 -2.3730 -4.0741
C -3.8919 -2.1595 -3.2985
H 0.9001 -0.3409 -5.1717
H 0.3631 0.8970 -4.0046
H -1.4383 -0.4721 -5.2210
H -0.9391 -1.9116 -4.3349
H 3.8399 -0.2091 -1.3028
H 5.8550 1.2213 -2.5074
H 4.9163 1.8868 -4.9959
H 2.4681 0.8072 -5.2095
H 2.2977 -3.7765 -2.4424
H 3.2116 -5.3330 -4.5118
H 3.0036 -3.7831 -6.7489
H 2.3837 -1.3012 -5.8687
H -2.1374 2.3532 -1.3464
H -2.0080 4.7044 -2.7442
H -1.9761 4.0018 -5.4009
H -1.9584 1.3313 -5.5018
H -4.0421 0.7244 -4.8294
H -6.0550 -0.9886 -5.5204
H -5.6077 -3.2772 -4.1062
H -3.3439 -2.8148 -2.6395
O 0.4954 2.7512 6.7319
S 1.0171 1.4110 6.8919
O 2.3986 1.2511 7.2804
N 0.6352 0.4900 5.5441
C -0.2053 -0.4987 5.7895
S -0.7627 -1.5194 4.5536
C -0.5899 -0.6090 7.1890
C -1.4379 -1.5264 7.8122
C -1.6728 -1.4065 9.1845
C -1.0877 -0.3571 9.9184
C -0.2532 0.5762 9.2853
C -0.0164 0.4280 7.9249
H -1.8949 -2.3009 7.1994
H -2.3198 -2.1258 9.6844
H -1.2781 -0.2672 10.9883
H 0.2150 1.4030 9.8200
```

Computed properties:
Electronic energy ... -90925.3959 eV
Frontier orbital gap (alpha / beta) ... 6.237 / 5.588 eV
⟨S²⟩ ... 2.015
Highest occupied orbital energy (alpha / beta) ... -6.555 / -8.395 eV
Multiplicity ... 3

=====

[3]
The following is a quantum chemistry calculation of a structure of composition C34H39N7O2Ti, from OMol25.

```
83
C34H39N7O2Ti (ωB97M-V/def2-TZVPD)
Ti 0.4791 -0.3899 0.1057
C -1.1846 1.4265 2.1360
C -2.1209 0.9728 1.0082
N -1.7506 -0.3170 0.3788
C -2.2186 -1.5505 1.0650
C -1.1681 -2.0668 2.0026
C -1.4239 -2.7776 3.1374
C -0.3670 -3.2730 3.9333
C 0.9336 -2.9385 3.5387
C 1.1482 -2.2111 2.3981
C 2.4831 -1.8418 1.8399
N 2.4102 -0.4456 1.3219
C 2.4912 0.5831 2.4001
C 1.3472 1.5877 2.3069
N 0.1449 0.8069 2.0118
N 0.1164 -1.8232 1.5586
H -1.6046 1.1804 3.1142
H -1.0902 2.5107 2.0748
H -2.0843 1.7183 0.2177
H -3.1534 0.9305 1.3697
H -2.1476 -0.3236 -0.5566
H -2.4043 -2.2935 0.2847
H -3.1593 -1.3620 1.5901
H -2.4553 -2.9569 3.4171
H -0.5559 -3.8469 4.8270
H 1.7887 -3.2443 4.1306
H 2.7172 -2.4751 0.9779
H 3.2758 -1.9524 2.5853
H 3.1679 -0.3049 0.6620
H 3.4554 1.0907 2.3601
H 2.4347 0.0537 3.3547
H 1.5037 2.2928 1.4969
H 1.2630 2.1442 3.2464
H 0.1582 0.0331 2.6698
C -1.8221 -1.2452 -3.2023
C -1.7000 -2.4559 -2.3154
C -2.7697 -3.3437 -2.2317
C -2.6646 -4.5120 -1.4980
C -1.4643 -4.8185 -0.8773
C -0.3766 -3.9534 -0.9323
C 0.9091 -4.3676 -0.2738
C -0.5197 -2.7371 -1.6128
N 0.4763 -1.7154 -1.5415
C 1.5923 -1.8433 -2.2859
O 1.9508 -2.7844 -2.9793
C 2.4422 -0.5914 -2.1980
C 3.6674 -0.4673 -2.8186
C 4.3125 0.7615 -2.7442
C 3.6806 1.8268 -2.1188
C 2.4438 1.6137 -1.5207
N 1.8820 0.4094 -1.5135
C 1.5845 2.7755 -1.0543
O 2.0515 3.9085 -1.2362
N 0.3962 2.4025 -0.5945
C -0.5727 3.4468 -0.5438
C -0.5684 4.5059 0.3776
C 0.5529 4.7426 1.3544
C -1.6360 5.4026 0.3788
C -2.6856 5.2895 -0.5141
C -2.6625 4.2729 -1.4549
C -1.6156 3.3615 -1.4840
C -1.5840 2.2785 -2.5213
H -1.7608 -1.5462 -4.2503
H -1.0235 -0.5287 -3.0282
H -2.7830 -0.7430 -3.0681
H -3.6865 -3.1147 -2.7632
H -3.5021 -5.1948 -1.4336
H -1.3577 -5.7539 -0.3397
H 0.8743 -4.2000 0.8044
H 1.7646 -3.8400 -0.6907
H 1.0727 -5.4331 -0.4384
H 4.0660 -1.3170 -3.3551
H 5.2798 0.8997 -3.2102
H 4.0849 2.8288 -2.1073
H 1.5128 4.4725 0.9213
H 0.4147 4.1968 2.2916
H 0.5934 5.8010 1.6127
H -1.6250 6.2195 1.0917
H -3.5022 5.9997 -0.4918
H -3.4596 4.1869 -2.1843
H -2.4745 2.3087 -3.1493
H -1.5150 1.2918 -2.0592
H -0.7033 2.3661 -3.1612
```

Computed properties:
Electronic energy ... -73535.6766 eV
Frontier orbital gap (alpha / beta) ... 5.400 / 8.029 eV
⟨S²⟩ ... 2.024
Highest occupied orbital energy (alpha / beta) ... -5.380 / -7.941 eV
Multiplicity ... 3